[1]
{
  "formula": "C45H40MgN13O4S3",
  "method": "the ωB97M-V functional and the def2-TZVPD basis",
  "species": ["C", "C", "C", "H", "C", "H", "H", "N", "H", "H", "H", "C", "S", "N", "C", "C", "H", "H", "C", "C", "H", "H", "S", "H", "C", "C", "H", "C", "C", "C", "H", "C", "H", "H", "C", "C", "N", "H", "H", "C", "H", "H", "C", "C", "C", "H", "C", "N", "H", "N", "C", "H", "N", "H", "H", "C", "C", "C", "O", "N", "H", "H", "N", "C", "C", "H", "H", "C", "C", "C", "C", "C", "H", "H", "N", "C", "H", "N", "H", "N", "Mg", "H", "N", "O", "C", "C", "C", "O", "C", "C", "C", "H", "C", "H", "C", "H", "H", "S", "C", "C", "H", "H", "N", "C", "H", "O"],
  "coordinates": [[0.806, 3.097, -1.554], [0.649, -5.925, 0.871], [-0.554, -5.307, 0.573], [7.672, -0.181, 0.005], [2.485, 0.121, -2.019], [3.301, -0.552, 5.155], [3.092, 0.769, -1.411], [1.865, -1.063, -3.756], [-3.741, -1.412, 3.144], [0.402, -1.195, 2.748], [2.162, -3.771, 5.480], [-2.318, -1.263, 1.509], [0.371, 4.320, -2.753], [3.226, 0.360, 2.779], [2.637, -1.184, 4.567], [-1.900, 2.679, 1.387], [5.915, 1.936, -3.278], [2.622, 5.107, -3.058], [-3.253, 4.421, 2.440], [1.270, -0.600, 2.528], [1.257, 2.684, 2.102], [-3.655, 1.438, -6.363], [2.253, 3.439, -0.632], [7.518, 1.844, -1.404], [6.249, -1.279, -1.174], [4.414, -4.867, 3.195], [4.153, -0.749, -4.752], [-3.422, -0.707, 2.377], [-3.572, -0.452, -3.016], [-1.862, -3.234, -0.008], [-1.610, -2.524, -0.793], [5.217, -0.070, -2.988], [0.057, -1.671, -2.887], [-1.315, 2.457, -3.974], [-4.509, -0.805, -3.962], [1.801, 5.395, -2.404], [1.478, 0.079, 1.412], [3.165, 5.644, -0.730], [0.714, -7.002, 0.955], [1.776, -5.138, 1.046], [-3.331, 5.276, 3.098], [-5.324, 4.386, 1.925], [-3.649, 0.903, -5.423], [-4.358, 3.920, 1.783], [4.069, 0.002, -3.969], [-3.454, -2.896, 1.326], [5.373, -1.236, -2.250], [1.316, -0.394, -1.692], [-3.078, 0.211, 2.845], [0.124, 2.026, -1.418], [2.183, 5.227, -0.950], [-2.548, -3.984, -0.395], [6.054, -3.701, -0.643], [-4.278, -0.472, 1.744], [4.648, -1.515, 2.839], [-1.634, 0.849, -2.210], [-2.029, 3.798, 2.228], [3.317, -2.495, 4.196], [-1.309, -0.574, 1.304], [-0.611, 2.173, 1.299], [1.722, -1.363, 5.129], [3.184, -5.847, 4.641], [-0.860, 1.900, -2.378], [-2.655, 0.581, -3.243], [6.914, 0.978, -1.636], [-5.117, 2.455, 0.406], [4.009, 0.985, -4.436], [2.696, 0.648, 1.617], [7.010, -0.158, -0.851], [6.162, -2.457, -0.311], [6.011, 1.030, -2.692], [0.973, -1.112, -2.795], [4.810, -5.779, 2.768], [2.735, -5.584, 1.268], [2.826, -0.275, -3.252], [4.820, -3.636, 2.687], [-3.534, -0.968, -2.065], [0.489, -3.165, 0.607], [-5.246, -0.407, -5.942], [-2.573, -2.504, 1.044], [-0.023, 0.232, -0.057], [3.198, 1.275, 0.900], [2.309, -0.440, 3.355], [-1.540, 0.055, -1.206], [-4.532, -0.126, -5.179], [-4.242, 2.820, 0.927], [0.200, 2.872, 2.014], [5.887, -2.267, 1.001], [5.555, -3.508, 1.435], [1.637, -3.766, 0.913], [2.921, -3.723, 4.709], [4.767, -2.109, -2.469], [3.495, -4.896, 4.229], [2.495, -3.112, 1.040], [-3.029, 2.195, 0.724], [-2.926, 1.345, 0.062], [1.444, 5.661, -0.276], [-0.477, 4.207, 2.884], [4.309, -2.462, 3.228], [-0.592, -3.923, 0.437], [1.504, 6.420, -2.620], [-1.452, -5.894, 0.431], [5.670, -4.381, 0.486], [-2.714, 1.286, -4.459], [-5.211, -1.604, -3.767], [-1.902, 2.309, -4.749]],
  "charge": 1,
  "homo_lumo_gap_ev": 7.80,
  "e_lumo_ev": -1.99,
  "de_lowest_ev": 0.609,
  "largest_force_ha_per_bohr": 0.0237
}

***

[2]
{
  "formula": "C45H41BrCoN3SSb",
  "method": "the ωB97M-V functional and the def2-TZVPD basis",
  "species": ["H", "H", "H", "C", "C", "H", "H", "H", "C", "H", "S", "C", "C", "C", "H", "Co", "H", "H", "C", "N", "H", "H", "C", "H", "H", "H", "C", "Br", "C", "C", "C", "C", "C", "H", "N", "C", "H", "H", "C", "H", "H", "C", "C", "C", "H", "C", "H", "C", "H", "C", "H", "H", "H", "C", "H", "H", "H", "Sb", "C", "C", "H", "H", "H", "C", "H", "H", "C", "C", "C", "N", "H", "H", "C", "H", "C", "C", "H", "C", "C", "C", "C", "H", "C", "C", "C", "H", "C", "C", "C", "C", "C", "C", "H"],
  "coordinates": [[-3.743, 1.299, 0.213], [3.127, -3.857, -3.241], [6.184, -0.031, -0.109], [3.563, 1.869, 3.330], [2.104, 5.020, 1.094], [0.077, -3.886, 2.357], [-7.227, -0.434, 3.258], [3.062, 1.278, 1.343], [-0.281, -0.002, -4.605], [4.738, 0.938, -0.300], [-2.757, -1.153, 1.429], [0.632, 2.058, -1.623], [4.720, -2.467, -2.857], [3.169, 0.229, 5.036], [-1.228, -2.353, 6.722], [0.073, -0.001, 0.204], [2.189, 4.172, -0.845], [2.694, 5.879, 0.809], [5.210, -1.506, -1.996], [0.711, 1.894, -0.345], [0.096, -5.639, 2.074], [1.211, -2.237, 3.991], [-5.691, 1.612, 1.042], [0.822, 3.023, -2.083], [-0.362, 0.070, -5.679], [2.083, -6.758, 2.636], [-1.709, -3.139, 4.794], [2.064, 6.210, 3.701], [0.635, 2.793, 1.850], [3.290, -1.732, -0.610], [-2.192, -0.492, 4.073], [4.028, -5.879, 2.681], [-5.259, -0.727, 2.491], [-1.964, 0.915, 1.375], [-0.076, -0.198, -1.840], [3.505, -3.082, -2.594], [0.354, -4.529, 0.724], [2.831, -2.791, 4.443], [2.790, -2.699, -1.476], [3.963, 2.178, 5.409], [4.749, -2.677, 1.882], [-1.543, -2.118, 5.718], [0.916, 3.760, 2.783], [2.663, -5.860, 2.473], [-2.392, 0.531, 3.792], [0.228, 0.962, -2.468], [6.162, -1.038, -2.198], [-4.491, 0.934, 0.902], [3.877, 2.854, 3.026], [-0.589, -1.187, -3.950], [-0.927, -2.058, -4.493], [-1.529, -4.164, 5.078], [-7.604, 1.653, 1.998], [5.105, -0.042, 0.005], [5.848, -4.741, 2.625], [5.281, -2.733, -3.739], [-5.091, -1.635, 3.049], [2.025, -1.621, 1.175], [0.545, -4.691, 1.787], [4.507, -1.105, -0.857], [3.176, -0.050, 6.079], [4.511, -6.788, 3.005], [0.570, 3.658, 3.798], [2.108, -1.983, 4.559], [-5.867, 2.513, 0.475], [-0.740, -2.133, -2.022], [-6.670, 1.126, 1.894], [-1.797, -0.802, 5.364], [3.609, 1.486, 4.661], [-1.628, -0.004, 1.085], [0.079, 1.903, 2.124], [-1.697, -0.013, 6.093], [2.789, -3.559, 1.847], [0.369, 2.026, -4.328], [0.128, 1.089, -3.854], [2.674, -0.677, 4.100], [4.871, -0.193, 1.057], [1.060, 2.923, 0.521], [2.704, -0.302, 2.755], [1.809, 4.051, 0.158], [4.780, -4.734, 2.466], [1.848, -3.190, -1.258], [-2.114, -2.844, 3.501], [4.158, -3.568, 2.044], [1.652, 4.884, 2.407], [-2.272, -3.628, 2.776], [-4.285, -0.219, 1.645], [-2.342, -1.522, 3.158], [3.099, 0.977, 2.382], [-0.478, -1.233, -2.564], [2.018, -4.700, 2.041], [-6.458, -0.044, 2.610], [1.843, -1.928, 5.610]],
  "charge": 3,
  "homo_lumo_gap_ev": [5.53, 2.76],
  "e_lumo_ev": [-9.69, -12.46],
  "spin_multiplicity": 5,
  "s_squared": 6.0364,
  "de_lowest_ev": 1.256,
  "largest_force_ha_per_bohr": 0.0414
}